*P*
73
Properties=species:S:1:pos:R:3:lowdin_charge:R:1 method="wB97M-V/def2-TZVPD" gap_ev="6.56 / 5.10" multiplicity=6 total_charge=-1
Te -3.8614 0.7647 3.8772 0.27
Ru 0.2952 -0.1653 -0.1859 0.96
Se -1.4403 -0.9204 1.4109 -0.20
Se -2.3004 -2.8254 2.2638 -0.11
Se -1.5157 0.4223 3.3274 -0.12
S 1.1255 2.7510 -1.4609 0.86
S 0.3098 -3.0362 -0.3597 0.67
O -3.8292 5.0502 -0.5694 0.01
O 1.8436 3.7135 -2.2726 -0.33
O 2.4490 -0.7038 -3.9967 0.02
O 0.5385 2.4854 1.1381 -0.17
O 1.0578 -0.8650 -2.2462 -0.24
O 1.8729 -2.4659 4.2224 0.11
N 1.8574 1.4128 -1.1569 -0.29
N 1.4202 -2.7055 2.0254 0.09
N -4.4192 3.3782 0.8260 0.16
N -0.6417 1.7713 0.8103 -0.23
N 2.8844 -2.7200 0.1960 0.03
C 5.5802 0.1262 1.9900 -0.08
C 4.3065 0.5799 1.6755 -0.06
C 5.0698 -4.6498 -0.8883 -0.11
C 0.2097 4.7673 0.2351 -0.09
C -1.1781 1.3784 -2.3241 -0.08
C -1.1319 4.8440 0.2644 -0.05
C -2.0672 3.7689 0.3941 -0.15
C 2.6948 0.8643 -2.2178 -0.19
C -2.3902 3.7449 -3.1257 -0.03
C -3.4871 4.1354 0.1766 -0.52
C -3.1091 2.5543 -3.1732 -0.26
C -1.0908 3.7670 -2.6563 -0.06
C -1.7591 2.4303 0.5624 -0.20
C 3.2587 -2.8945 -1.1991 -0.21
C -4.5482 2.5648 -3.6023 -0.04
C 2.0122 -0.3381 -2.9112 -0.69
C 3.1990 -0.1664 2.0395 -0.03
C 0.9574 3.4960 0.2576 -0.36
C 2.1760 -2.2103 3.0815 -0.42
C 5.7433 -1.0476 2.7136 -0.08
C 3.7002 -4.3295 -1.4822 -0.23
C -2.4762 1.3702 -2.8060 -0.02
C 4.6330 -1.7856 3.0962 -0.03
C -0.5028 2.5869 -2.2217 -0.27
C 3.3599 -1.3621 2.7289 -0.17
C 1.6227 -2.7269 0.6440 -0.80
H -2.8630 4.6706 -3.4239 0.12
H -4.9331 1.5512 -3.7027 0.07
H 0.8078 5.6651 0.1607 0.10
H 4.7383 -2.6992 3.6682 0.12
H -0.5220 4.6838 -2.6166 0.12
H 2.9455 -5.0067 -1.0756 0.11
H 5.0656 -4.5444 0.1992 0.06
H -3.0008 0.4258 -2.8847 0.12
H 2.0144 3.6451 0.4901 0.13
H 5.8288 -3.9779 -1.2938 0.07
H -0.7000 0.4272 -2.0961 0.05
H -5.3831 3.6477 0.7287 0.10
H 2.4026 -2.6333 -1.8154 0.06
H 6.7350 -1.3917 2.9776 0.10
H 0.5327 -3.1286 2.3120 0.06
H 6.4486 0.6931 1.6802 0.10
H 4.1686 1.5054 1.1318 0.11
H -4.1818 2.7956 1.6107 0.01
H 4.0700 -2.1970 -1.4243 0.13
H 2.9376 1.6150 -2.9699 0.11
H -1.5884 5.8215 0.1525 0.12
H 3.6218 0.4976 -1.7667 0.11
H 3.7282 -4.4710 -2.5642 0.11
H -2.5868 1.7283 0.4803 0.10
H -4.6644 3.0864 -4.5531 0.08
H 3.6312 -2.6582 0.8684 0.12
H 5.3650 -5.6736 -1.1201 0.07
H 2.2049 0.2055 1.8027 0.09
H -5.1427 3.0972 -2.8568 0.08

*Q*
73
Properties=species:S:1:pos:R:3:lowdin_charge:R:1 method="wB97M-V/def2-TZVPD" gap_ev="6.78 / 5.44" multiplicity=6 total_charge=-1
Te -2.6810 -3.0807 -0.7465 0.26
Ru -0.0758 0.0484 0.5798 0.68
Se -0.7302 -2.1830 0.3933 -0.17
Se -1.9094 0.9293 -0.7578 0.05
Se -0.7806 0.3534 -2.6077 -0.06
S 1.8522 -4.4608 -0.7779 0.65
S -0.9858 0.0952 3.5046 0.51
O -2.0820 0.0562 2.5417 -0.42
O 2.2361 3.2136 1.5538 0.02
O 0.7855 1.9307 0.4963 -0.26
O 6.2824 1.5668 -0.1116 0.05
O -1.2887 0.8470 4.7051 -0.31
O 5.9534 -2.1494 -1.6548 0.09
N 4.3625 2.7397 -0.4365 0.19
N 3.9095 -3.0307 -1.5293 0.10
N 2.1383 -3.1103 -3.0388 0.01
N 0.3732 0.5003 2.7963 -0.29
N 2.0952 -0.6024 0.4877 -0.02
C 5.0950 0.3965 -4.8137 -0.07
C 1.3463 -4.8710 -5.3533 -0.11
C -1.6662 -2.5232 3.7392 -0.09
C 4.8040 -2.1031 -2.0440 -0.40
C 3.8766 1.0584 -4.7513 -0.07
C 4.2321 0.4733 0.3654 -0.10
C 0.7581 -3.2976 4.8257 -0.05
C 0.0256 -5.7058 4.9248 -0.06
C 3.9548 -1.4816 1.7013 -0.03
C -0.6694 -1.5843 3.9620 -0.31
C 0.5420 -1.9663 4.5102 -0.07
C 0.5111 -4.6679 -4.0990 -0.25
C 4.7807 -0.4949 1.1954 0.02
C 5.0665 1.6331 -0.0893 -0.50
C 2.6345 -3.4851 -1.8559 -0.83
C -0.2217 -4.2604 4.5984 -0.28
C 0.7527 -3.3234 -3.4313 -0.23
C 3.1700 -0.3771 -2.9594 -0.07
C 4.3920 -1.0432 -3.0205 -0.15
C -1.4381 -3.8518 4.0603 -0.04
C 5.3577 -0.6450 -3.9409 -0.02
C 2.9194 0.6780 -3.8228 -0.06
C 2.9013 0.3558 0.0053 -0.11
C 0.6689 1.9378 2.8723 -0.19
C 1.3069 2.4150 1.5735 -0.63
C 2.6149 -1.4787 1.3496 -0.15
H 4.3232 -2.2345 2.3824 0.11
H 1.3522 2.1555 3.6963 0.12
H 2.7099 -2.5440 -3.6432 0.12
H 1.9757 1.2040 -3.7603 0.07
H 1.1435 -5.8357 -5.8178 0.07
H 3.6740 1.8828 -5.4229 0.10
H -0.4964 -5.9987 5.8386 0.08
H 2.4124 -4.8383 -5.1237 0.06
H 6.3133 -1.1510 -3.9466 0.12
H 5.8287 -0.4257 1.4548 0.13
H 2.4155 -0.6645 -2.2390 0.08
H 2.4347 1.0632 -0.6626 0.10
H 3.4633 2.8934 0.0128 0.06
H -0.2331 2.5468 3.0175 0.12
H 5.8456 0.7038 -5.5291 0.10
H -0.5534 -4.7226 -4.3405 0.11
H 1.3163 -1.2256 4.6627 0.11
H 0.7122 -5.4573 -3.3733 0.09
H -2.2069 -4.5880 3.8577 0.11
H 1.7106 -3.6004 5.2459 0.11
H 0.1335 -3.2116 -2.5395 0.04
H -2.5986 -2.2092 3.2910 0.11
H 4.9251 3.5590 -0.5974 0.11
H 1.1426 -4.0988 -6.0980 0.07
H 1.9285 -2.2283 1.7303 0.08
H -0.3292 -6.3557 4.1245 0.08
H 4.2970 -3.5283 -0.7385 0.12
H 1.0874 -5.9010 5.0723 0.07
H 0.4968 -2.5073 -4.1124 0.12

*R*
73
Properties=species:S:1:pos:R:3:lowdin_charge:R:1 method="wB97M-V/def2-TZVPD" gap_ev="6.19 / 5.82" multiplicity=6 total_charge=-1
Te 0.5341 2.4777 3.3154 0.34
Ru -0.5334 1.0709 0.9454 0.54
Se -1.5152 -0.7349 4.3861 -0.11
Se 1.7588 2.5544 1.2212 -0.09
Se -2.3246 0.2793 2.5550 -0.07
S 0.5385 -0.9802 1.4062 0.60
S -0.4162 0.4451 -2.3939 0.57
O -1.2929 0.8979 -3.4491 -0.31
O -2.1009 4.5328 -0.4047 0.06
O -1.7164 2.6802 0.7636 -0.36
O 0.9371 0.1049 -2.8102 -0.34
O -7.3226 3.3876 2.5102 0.03
O 4.6225 -3.4628 1.3173 0.09
N 2.7773 -2.2510 0.9041 0.11
N -4.5201 1.9187 -1.0517 0.09
N -5.2440 2.6816 3.0224 0.19
N 2.4119 -0.3174 -0.3640 0.04
N -0.4351 1.4459 -1.1551 -0.35
C 4.8734 -1.1228 1.5986 -0.16
C 3.6237 -1.6468 -2.1281 -0.23
C 5.0138 1.0878 2.5273 -0.07
C -5.5686 1.8614 -1.8660 -0.13
C -2.6031 -4.5211 0.2988 -0.05
C -0.9169 -3.3748 -1.1864 -0.05
C -1.0844 -1.0407 -1.6893 -0.31
C 6.9921 0.0075 1.6783 -0.08
C 4.1226 -2.3615 1.2482 -0.41
C 4.8985 -1.6408 -2.9625 -0.10
C -0.7794 2.8363 -1.4399 -0.21
C 4.2584 -0.0283 2.1957 -0.04
C -6.8642 2.1618 -1.4665 -0.06
C -6.2497 2.9240 2.1541 -0.50
C -0.4108 -2.2416 -1.8108 -0.07
C 3.5758 -0.4035 -1.2475 -0.15
C -2.2799 -0.9693 -0.9844 -0.10
C -2.7672 -2.1020 -0.3587 -0.05
C -4.7373 2.2736 0.2120 -0.08
C 6.2456 -1.1113 1.3566 -0.03
C -5.9991 2.5622 0.7200 -0.11
C -7.0812 2.5170 -0.1480 -0.01
C 6.3740 1.1090 2.2613 -0.07
C 2.0082 -1.1434 0.5614 -0.74
C -1.5992 3.4341 -0.3078 -0.64
C -2.0853 -3.3160 -0.4368 -0.27
H 2.7468 -1.6376 -2.7736 0.09
H -0.3816 -4.3148 -1.2672 0.11
H 1.7526 0.4321 -0.5665 0.03
H -3.6209 -4.7640 -0.0117 0.08
H 4.9449 -2.5143 -3.6127 0.07
H -7.6784 2.1118 -2.1771 0.10
H 5.7876 -1.6492 -2.3271 0.07
H 4.4884 -0.3115 -0.6579 0.11
H 4.9464 -0.7518 -3.5948 0.08
H -3.6792 -2.0362 0.2235 0.11
H 3.5860 -2.5502 -1.5164 0.10
H 2.2382 -3.0728 1.1408 0.14
H 0.1156 3.4593 -1.5461 0.11
H 0.5132 -2.2783 -2.3708 0.10
H -5.4031 2.9079 3.9882 0.11
H -1.3627 2.9263 -2.3557 0.11
H 6.7045 -1.9852 0.9130 0.12
H -2.6253 -4.3309 1.3735 0.08
H 3.1972 -0.0308 2.4146 0.08
H -1.9752 -5.3939 0.1205 0.07
H 3.5087 0.4778 -1.8832 0.13
H 6.9578 1.9861 2.5103 0.10
H -5.3588 1.5655 -2.8886 0.11
H 4.5255 1.9404 2.9798 0.09
H -8.0647 2.7591 0.2327 0.12
H -2.8077 -0.0240 -0.9148 0.09
H 8.0555 0.0246 1.4771 0.10
H -4.3850 2.2225 2.7705 0.02
H -3.8444 2.3506 0.8227 0.06

Which is most stable, and by how much? *R*, by 17.3 kcal/mol.

*P*
17
Properties=species:S:1:pos:R:3:lowdin_charge:R:1 method="wB97M-V/def2-TZVPD" gap_ev=9.20 smiles="C=CC(=C)O.O.O"
O -0.4278 2.4859 -0.7908 -0.06
O 0.4763 -0.2543 -0.8840 0.01
O -2.6461 0.0567 -0.9431 -0.06
C 2.5576 -0.8679 -0.0233 0.07
C 1.2412 -0.7244 0.1388 -0.43
C 0.6456 -0.8349 1.4776 -0.12
C -0.6500 -0.7358 1.7698 0.04
H 3.1390 -1.1796 0.8275 0.06
H -0.4399 -0.0514 -0.6241 0.05
H -2.1791 0.7924 -1.3703 0.03
H 3.0463 -0.7870 -0.9797 0.06
H -0.2439 2.7508 -1.7080 0.06
H 0.3437 1.9250 -0.6130 0.03
H -0.9458 -0.7779 2.8072 0.06
H 1.3474 -0.9645 2.2905 0.10
H -1.3920 -0.5904 0.9945 0.04
H -3.4479 0.4938 -0.6205 0.06

*Q*
17
Properties=species:S:1:pos:R:3:lowdin_charge:R:1 method="wB97M-V/def2-TZVPD" gap_ev=8.69 smiles="C=C/C=C/O.O.O"
O 2.5005 0.4908 0.8187 -0.05
O -0.7060 -2.2288 0.1658 -0.01
O 0.8216 -1.3067 2.3667 0.00
C -0.4747 0.9550 -1.6773 -0.18
C -0.1927 -0.5013 -1.3524 -0.11
C -1.5745 1.6422 -1.1613 -0.04
C -1.1046 -1.1888 -0.6260 -0.20
H 2.6280 1.1859 1.4737 0.05
H -2.1699 -0.7939 -0.6695 0.13
H -2.1003 2.3590 -1.8939 0.07
H 0.1383 1.6391 -2.3904 0.11
H 1.0091 -1.2652 3.3005 0.06
H 0.8322 -0.7428 -1.6319 0.10
H 1.5648 0.6766 0.6094 0.04
H -2.1696 1.4310 -0.2972 0.02
H -0.3331 -1.7419 0.9070 0.04
H 1.3310 -0.6105 2.0581 -0.04

Which is most stable, and by how much? *P*, by 41.7 kcal/mol.